(A)
Computed, not measured: a cluster of 2 separate species, C7H12 in total, with ωB97M-V/def2-TZVPD.

Output
gap between HOMO and LUMO (spin up / spin down): 8.29 / 8.35 eV
multiplicity: 1
E_HOMO (spin up / spin down): -0.330 / -0.332 hartree

Bonds (Å) are listed after each position.
Element x y z (Å)
1 C -1.2821 -0.6464 -0.0408  C4 1.519, C6 1.554, C7 1.554, H15 1.094
2 C 2.1139 -0.5279 -0.0763  C5 1.325, H13 1.088, H19 1.088
3 C 0.8861 2.4437 0.4204  H12 1.111, H18 1.110
4 C -1.7114 0.7867 0.2199  C1 1.519, H8 1.102, H11 1.095, H17 1.095
5 C 0.8296 -0.8516 -0.1108  C2 1.325, C6 1.515, C7 1.515
6 C -0.2383 -0.7812 -1.1837  C1 1.554, C5 1.515, H10 1.095, H14 1.096
7 C -0.2040 -1.1591 0.9539  C1 1.554, C5 1.515, H9 1.095, H16 1.095
8 H -0.8550 1.4727 0.3224  C4 1.102
9 H -0.1105 -0.6352 1.9113  C7 1.095
10 H -0.1703 0.0399 -1.9056  C6 1.095
11 H -2.2844 0.8750 1.1485  C4 1.095
12 H 1.4209 2.1768 -0.5159  C3 1.111
13 H 2.6494 -0.2230 -0.9726  C2 1.088
14 H -0.3419 -1.7236 -1.7327  C6 1.096
15 H -2.1598 -1.2919 -0.1408  C1 1.094
16 H -0.2971 -2.2329 1.1497  C7 1.095
17 H -2.3196 1.1830 -0.5997  C4 1.095
18 H 1.4877 1.9015 1.1800  C3 1.110
19 H 2.6842 -0.5432 0.8499  C2 1.088

Which charges does Mulliken predict for the atoms? In e, they are: number 1, C, carries 0.254; number 2, C, carries -1.041; number 3, C, carries -0.551; number 4, C, carries -0.989; number 5, C, carries 0.396; number 6, C, carries -0.681; number 7, C, carries -0.688; number 8, H, carries 0.092; number 9, H, carries 0.304; number 10, H, carries 0.303; number 11, H, carries 0.334; number 12, H, carries 0.185; number 13, H, carries 0.317; number 14, H, carries 0.261; number 15, H, carries 0.405; number 16, H, carries 0.262; number 17, H, carries 0.332; number 18, H, carries 0.188; number 19, H, carries 0.317

---

(B)
Computed, not measured: an isolated molecule of C7H12, with ωB97M-V/def2-TZVPD.

Output
gap between HOMO and LUMO: 10.22 eV
multiplicity: 1
E_HOMO: -0.333 hartree
SMILES: C[C@@H]1C=CC[C@@H]1C

Bonds (Å) are listed after each position.
Element x y z (Å)
1 C 1.6666 -0.2355 -1.0995  C5 1.524, H8 1.097, H13 1.096, H19 1.095
2 C -0.0156 -1.4515 0.4750  C4 1.515, C5 1.550, H11 1.097, H12 1.099
3 C 0.0745 1.6526 0.5889  C7 1.540, H14 1.097, H17 1.095, H18 1.095
4 C -1.3528 -0.9829 1.0109  C2 1.515, C6 1.333, H16 1.088
5 C 0.2123 -0.5330 -0.7530  C1 1.524, C2 1.550, C7 1.544, H10 1.100
6 C -1.7755 0.1060 0.3680  C4 1.333, C7 1.515, H9 1.086
7 C -0.6281 0.7163 -0.4116  C3 1.540, C5 1.544, C6 1.515, H15 1.098
8 H 1.7271 0.4476 -1.9561  C1 1.097
9 H -2.7387 0.5940 0.4879  C6 1.086
10 H -0.2637 -1.0088 -1.6227  C5 1.100
11 H -0.0558 -2.5112 0.1929  C2 1.097
12 H 0.8008 -1.3529 1.2047  C2 1.099
13 H 2.2244 -1.1417 -1.3614  C1 1.096
14 H 0.4841 1.0505 1.4093  C3 1.097
15 H -0.9002 1.2846 -1.3105  C7 1.098
16 H -1.8597 -1.4582 1.8482  C4 1.088
17 H -0.6594 2.3324 1.0355  C3 1.095
18 H 0.8810 2.2500 0.1504  C3 1.095
19 H 2.1786 0.2417 -0.2570  C1 1.095

Which charges does Mulliken predict for the atoms? In e, they are: number 1, C, carries -1.581; number 2, C, carries -0.869; number 3, C, carries -1.429; number 4, C, carries -0.334; number 5, C, carries 0.255; number 6, C, carries -0.631; number 7, C, carries 0.162; number 8, H, carries 0.347; number 9, H, carries 0.434; number 10, H, carries 0.319; number 11, H, carries 0.382; number 12, H, carries 0.313; number 13, H, carries 0.403; number 14, H, carries 0.323; number 15, H, carries 0.431; number 16, H, carries 0.388; number 17, H, carries 0.405; number 18, H, carries 0.326; number 19, H, carries 0.357

---

(C)
Computed, not measured: an isolated molecule of C7H12, with ωB97M-V/def2-TZVPD.

Output
gap between HOMO and LUMO: 10.54 eV
multiplicity: 1
E_HOMO: -0.346 hartree
SMILES: C[C@H]1[C@H]2CCC[C@@H]12

Bonds (Å) are listed after each position.
Element x y z (Å)
1 C 1.4580 1.0553 -1.1512  C2 1.498, H8 1.097, H16 1.091, H19 1.097
2 C -0.0099 1.0544 -0.8523  C1 1.498, C4 1.533, C6 1.490, H13 1.095
3 C 0.1350 -1.4118 0.8885  C5 1.529, C7 1.550, H11 1.095, H17 1.097
4 C -1.1047 0.0051 -0.6258  C2 1.533, C5 1.521, C6 1.527, H10 1.076
5 C -0.9834 -1.4360 -0.1534  C3 1.529, C4 1.521, H9 1.092, H18 1.107
6 C -0.6380 0.9329 0.4930  C2 1.490, C4 1.527, C7 1.540, H12 1.087
7 C 0.0917 0.0155 1.4916  C3 1.550, C6 1.540, H14 1.095, H15 1.098
8 H 1.8485 2.0305 -0.8345  C1 1.097
9 H -0.7909 -2.1158 -0.9855  C5 1.092
10 H -1.7983 0.2105 -1.4219  C4 1.076
11 H 1.0884 -1.6142 0.3900  C3 1.095
12 H -1.1697 1.7848 0.9094  C6 1.087
13 H -0.4960 1.8451 -1.4329  C2 1.095
14 H -0.4736 0.0067 2.4294  C7 1.095
15 H 1.1033 0.3662 1.7350  C7 1.098
16 H 2.0076 0.2723 -0.6274  C1 1.091
17 H 0.0129 -2.1869 1.6545  C3 1.097
18 H -1.9196 -1.7844 0.3230  C5 1.107
19 H 1.6387 0.9701 -2.2294  C1 1.097

Which charges does Mulliken predict for the atoms? In e, they are: number 1, C, carries -1.396; number 2, C, carries 0.000; number 3, C, carries -0.648; number 4, C, carries -0.284; number 5, C, carries -0.706; number 6, C, carries -0.220; number 7, C, carries -0.871; number 8, H, carries 0.312; number 9, H, carries 0.352; number 10, H, carries 0.446; number 11, H, carries 0.225; number 12, H, carries 0.376; number 13, H, carries 0.382; number 14, H, carries 0.378; number 15, H, carries 0.310; number 16, H, carries 0.307; number 17, H, carries 0.391; number 18, H, carries 0.291; number 19, H, carries 0.356

---

(D)
Computed, not measured: an isolated molecule of C7H12, with ωB97M-V/def2-TZVPD.

Output
gap between HOMO and LUMO: 9.58 eV
multiplicity: 1
E_HOMO: -0.306 hartree
SMILES: C/C=C/C=C/CC

Bonds (Å) are listed after each position.
Element x y z (Å)
1 C 0.4455 0.0128 -0.1658  C4 1.328, C7 1.470, H8 1.087
2 C -1.3360 -2.6065 -2.1539  C5 1.543, H15 1.091, H16 1.092, H19 1.089
3 C 0.9816 1.3914 1.8255  C6 1.506, C7 1.329, H17 1.087
4 C -0.5015 -0.6077 -0.8596  C1 1.328, C5 1.507, H13 1.088
5 C -0.3230 -1.4445 -2.0996  C2 1.543, C4 1.507, H11 1.091, H14 1.091
6 C 0.6800 2.5018 2.7967  C3 1.506, H9 1.089, H12 1.088, H18 1.094
7 C 0.1769 1.0708 0.8182  C1 1.470, C3 1.329, H10 1.085
8 H 1.4999 -0.1952 -0.3310  C1 1.087
9 H -0.1649 3.0780 2.4209  C6 1.089
10 H -0.7662 1.5925 0.6933  C7 1.085
11 H 0.7112 -1.7899 -2.1269  C5 1.091
12 H 1.5213 3.1627 2.9925  C6 1.088
13 H -1.5242 -0.5858 -0.4890  C4 1.088
14 H -0.5372 -0.7929 -2.9480  C5 1.091
15 H -2.1226 -2.3907 -2.8784  C2 1.091
16 H -1.8631 -2.7232 -1.2044  C2 1.092
17 H 1.9675 0.9410 1.9077  C3 1.087
18 H 0.3923 2.0513 3.7517  C6 1.094
19 H -0.9122 -3.5841 -2.3769  C2 1.089

Which charges does Mulliken predict for the atoms? In e, they are: number 1, C, carries -0.479; number 2, C, carries -1.116; number 3, C, carries 0.011; number 4, C, carries -0.340; number 5, C, carries -0.181; number 6, C, carries -1.111; number 7, C, carries -0.344; number 8, H, carries 0.294; number 9, H, carries 0.302; number 10, H, carries 0.270; number 11, H, carries 0.304; number 12, H, carries 0.320; number 13, H, carries 0.304; number 14, H, carries 0.231; number 15, H, carries 0.268; number 16, H, carries 0.351; number 17, H, carries 0.320; number 18, H, carries 0.271; number 19, H, carries 0.324

---

Stability ranking, top and bottom: (B) is the most stable and (A) is the least stable.

---

(A)
Computed, not measured: an isolated molecule of C7H12, with ωB97M-V/def2-TZVPD.

Output
gap between HOMO and LUMO: 9.90 eV
multiplicity: 1
E_HOMO: -0.333 hartree

Bonds (Å) are listed after each position.
Element x y z (Å)
1 C -1.6376 -0.2621 -0.4452  C4 1.510, C7 1.522, H8 1.095, H14 1.101
2 C 0.7401 0.3268 -0.9247  C3 1.560, C4 1.523, C6 1.821, H10 1.206, H15 1.095
3 C 1.9649 1.1527 -0.4229  C2 1.560, C6 1.263
4 C -0.5363 0.7418 -0.2042  C1 1.510, C2 1.523, H16 1.099, H19 1.100
5 C 2.9804 -0.8353 0.9182  C6 1.473, H11 1.085, H17 1.077, H18 1.112
6 C 2.3395 -0.0159 -0.1243  C2 1.821, C3 1.263, C5 1.473
7 C -2.9324 0.1299 0.2514  C1 1.522, H9 1.094, H12 1.100, H13 1.090
8 H -1.2971 -1.2368 -0.0800  C1 1.095
9 H -3.2936 1.0939 -0.1192  C7 1.094
10 H 0.9837 -0.8518 -0.8509  C2 1.206
11 H 2.2765 -1.2961 1.6025  C5 1.085
12 H -2.8187 0.2232 1.3415  C7 1.100
13 H -3.7048 -0.6173 0.0670  C7 1.090
14 H -1.7659 -0.3615 -1.5339  C1 1.101
15 H 0.6879 0.3600 -2.0177  C2 1.095
16 H -0.8512 1.7278 -0.5731  C4 1.099
17 H 3.5621 -1.5860 0.4096  C5 1.077
18 H 3.6354 -0.2101 1.5632  C5 1.112
19 H -0.3801 0.8527 0.8786  C4 1.100

Which charges does Mulliken predict for the atoms? In e, they are: number 1, C, carries -0.303; number 2, C, carries -0.246; number 3, C, carries -0.950; number 4, C, carries -0.516; number 5, C, carries -1.014; number 6, C, carries 0.528; number 7, C, carries -1.277; number 8, H, carries 0.327; number 9, H, carries 0.326; number 10, H, carries 0.170; number 11, H, carries 0.334; number 12, H, carries 0.323; number 13, H, carries 0.356; number 14, H, carries 0.278; number 15, H, carries 0.448; number 16, H, carries 0.289; number 17, H, carries 0.308; number 18, H, carries 0.301; number 19, H, carries 0.318

---

(B)
Computed, not measured: an isolated molecule of C7H12, with ωB97M-V/def2-TZVPD.

Output
gap between HOMO and LUMO: 10.45 eV
multiplicity: 1
E_HOMO: -0.344 hartree
SMILES: C=CCC(=C)CC

Bonds (Å) are listed after each position.
Element x y z (Å)
1 C 1.6309 0.8533 -0.5794  C2 1.363, C7 1.524, H14 1.115
2 C 2.9613 0.5892 -0.7140  C1 1.363, H10 1.028, H18 1.127
3 C -0.3519 -0.2328 2.0664  C5 1.297, H8 1.050, H9 1.060
4 C -2.0796 -0.6715 -0.8415  C6 1.548, H13 1.096, H17 1.122, H19 1.051
5 C -0.3437 0.0188 0.7945  C3 1.297, C6 1.473, C7 1.443
6 C -1.5349 0.4683 0.0527  C4 1.548, C5 1.473, H15 1.181, H16 1.178
7 C 0.6922 -0.2735 -0.1666  C1 1.524, C5 1.443, H11 1.136, H12 1.152
8 H -1.0926 -0.1325 2.8043  C3 1.050
9 H 0.5425 -0.6777 2.4202  C3 1.060
10 H 3.6235 1.2971 -1.0565  C2 1.028
11 H 0.3544 -0.6609 -1.1802  C7 1.136
12 H 1.3107 -1.1423 0.2697  C7 1.152
13 H -1.5651 -1.5203 -0.3767  C4 1.096
14 H 0.9079 1.6116 -0.9616  C1 1.115
15 H -1.1209 1.2708 -0.7090  C6 1.181
16 H -2.2707 0.7488 0.9291  C6 1.178
17 H -3.1766 -0.7250 -0.6144  C4 1.122
18 H 3.3540 -0.3822 -0.2982  C2 1.127
19 H -1.8414 -0.4393 -1.8390  C4 1.051

Which charges does Mulliken predict for the atoms? In e, they are: number 1, C, carries -0.033; number 2, C, carries -0.795; number 3, C, carries -1.163; number 4, C, carries -1.149; number 5, C, carries 0.531; number 6, C, carries -0.220; number 7, C, carries -0.557; number 8, H, carries 0.364; number 9, H, carries 0.295; number 10, H, carries 0.323; number 11, H, carries 0.247; number 12, H, carries 0.349; number 13, H, carries 0.312; number 14, H, carries 0.189; number 15, H, carries 0.065; number 16, H, carries 0.325; number 17, H, carries 0.328; number 18, H, carries 0.229; number 19, H, carries 0.360

---

(C)
Computed, not measured: a cluster of 3 separate species, C7H12 in total, with ωB97M-V/def2-TZVPD.

Output
gap between HOMO and LUMO: 8.54 eV
multiplicity: 1
E_HOMO: -0.294 hartree

Bonds (Å) are listed after each position.
Element x y z (Å)
1 C -0.2778 0.3831 -1.1574  C2 1.659, C3 1.408, C5 1.504, H12 1.085
2 C -1.3025 -0.6354 -0.3413  C1 1.659, C4 1.511, C5 1.440, H9 1.090
3 C 0.8414 1.1686 -0.8223  C1 1.408, C6 1.513, H14 1.087
4 C -2.0813 -0.3704 0.9258  C2 1.511, H13 1.095, H18 1.092, H19 1.097
5 C 0.1036 -0.9089 -0.4882  C1 1.504, C2 1.440, C7 1.549
6 C 1.3587 0.8956 0.5726  C3 1.513, C7 1.546, H10 1.093, H17 1.101
7 C 0.9491 -0.5825 0.7680  C5 1.549, C6 1.546, H8 1.092, H11 1.094
8 H 1.8210 -1.2398 0.7986  C7 1.092
9 H -1.9494 -0.9485 -1.1612  C2 1.090
10 H 2.4416 1.0276 0.6407  C6 1.093
11 H 0.3995 -0.7447 1.6996  C7 1.094
12 H -0.5798 0.3749 -2.1995  C1 1.085
13 H -2.9630 0.2385 0.7016  C4 1.095
14 H 1.1151 2.0652 -1.3726  C3 1.087
15 H 1.3204 -0.9862 -1.3787  no bonds
16 H 1.8232 -0.1482 -1.5253  no bonds
17 H 0.9069 1.5831 1.3042  C6 1.101
18 H -1.4953 0.1482 1.6876  C4 1.092
19 H -2.4314 -1.3203 1.3478  C4 1.097

Which charges does Mulliken predict for the atoms? In e, they are: number 1, C, carries -0.266; number 2, C, carries -0.015; number 3, C, carries -0.744; number 4, C, carries -1.391; number 5, C, carries 0.347; number 6, C, carries -0.229; number 7, C, carries -1.093; number 8, H, carries 0.368; number 9, H, carries 0.415; number 10, H, carries 0.300; number 11, H, carries 0.352; number 12, H, carries 0.257; number 13, H, carries 0.384; number 14, H, carries 0.341; number 15, H, carries -0.086; number 16, H, carries 0.160; number 17, H, carries 0.263; number 18, H, carries 0.309; number 19, H, carries 0.326

---

(D)
Computed, not measured: a cluster of 2 separate species, C7H12 in total, with ωB97M-V/def2-TZVPD.

Output
gap between HOMO and LUMO: 10.63 eV
multiplicity: 1
E_HOMO: -0.345 hartree
SMILES: C[C@@H]1C=CC1.C=C

Bonds (Å) are listed after each position.
Element x y z (Å)
1 C -0.2147 -1.4029 -0.6914  C4 1.336, C7 1.517, H15 1.088
2 C 2.1628 -0.6441 -1.3451  C7 1.522, H8 1.097, H14 1.096, H17 1.096
3 C -0.7901 1.0122 2.7457  C5 1.327, H10 1.088, H19 1.088
4 C -1.0684 -0.5509 -1.2649  C1 1.336, C6 1.515, H12 1.088
5 C -1.7730 0.7320 1.8987  C3 1.327, H11 1.088, H18 1.088
6 C -0.1172 0.6261 -1.1900  C4 1.515, C7 1.564, H13 1.096, H16 1.097
7 C 0.8942 -0.3781 -0.5469  C1 1.517, C2 1.522, C6 1.564, H9 1.099
8 H 1.9126 -0.8635 -2.3899  C2 1.097
9 H 1.1367 -0.1270 0.4956  C7 1.099
10 H 0.0261 0.3139 2.9195  C3 1.088
11 H -2.5882 1.4298 1.7189  C5 1.088
12 H -2.0895 -0.6480 -1.6293  C4 1.088
13 H -0.4225 1.4408 -0.5229  C6 1.096
14 H 2.8343 0.2222 -1.3309  C2 1.096
15 H -0.2687 -2.4530 -0.4134  C1 1.088
16 H 0.2062 1.0481 -2.1492  C6 1.097
17 H 2.7114 -1.5043 -0.9445  C2 1.096
18 H -1.7935 -0.1984 1.3358  C5 1.088
19 H -0.7585 1.9449 3.3043  C3 1.088

Which charges does Mulliken predict for the atoms? In e, they are: number 1, C, carries -0.554; number 2, C, carries -1.525; number 3, C, carries -0.426; number 4, C, carries -0.527; number 5, C, carries -0.537; number 6, C, carries -0.724; number 7, C, carries 0.736; number 8, H, carries 0.356; number 9, H, carries 0.154; number 10, H, carries 0.242; number 11, H, carries 0.240; number 12, H, carries 0.362; number 13, H, carries 0.277; number 14, H, carries 0.362; number 15, H, carries 0.397; number 16, H, carries 0.317; number 17, H, carries 0.366; number 18, H, carries 0.248; number 19, H, carries 0.236

---

Stability ranking, top and bottom: (D) is the most stable and (C) is the least stable.